Here is C34H46CoN5OS as an isolated structure from the Open Molecules 2025 dataset. Energies are from ωB97M-V with the def2-TZVPD basis set.

Last column: Mulliken spin population.
Positions of all 88 atoms, in Å:
Co -0.156 -0.128 0.072  2.869
C 0.509 3.225 2.200  0.000
C 0.054 2.194 3.209  -0.001
C 0.516 2.264 4.522  -0.004
C 0.067 1.385 5.492  0.005
C -0.888 0.433 5.166  -0.005
C -1.389 0.332 3.870  -0.003
C -2.476 -0.686 3.579  0.001
C -0.877 1.205 2.894  0.034
N -1.281 1.004 1.526  -0.006
C -2.373 1.469 1.089  0.041
C -3.274 2.394 1.841  0.000
C -2.782 1.010 -0.310  0.046
C -4.141 1.375 -0.814  0.002
N -1.948 0.289 -0.930  -0.037
C -2.223 -0.211 -2.261  0.022
C -2.547 -1.559 -2.391  -0.010
C -2.796 -2.435 -1.188  0.013
C -2.688 -2.078 -3.671  0.000
C -2.512 -1.278 -4.788  0.003
C -2.226 0.068 -4.630  -0.002
C -2.087 0.632 -3.363  -0.013
C -1.856 2.124 -3.241  -0.001
H 1.587 3.165 2.019  0.000
H 0.304 4.229 2.579  0.000
H 0.012 3.117 1.243  -0.002
H 1.222 3.047 4.784  0.000
H 0.440 1.455 6.507  0.000
H -1.273 -0.236 5.930  0.000
H -2.303 -1.607 4.138  0.000
H -2.557 -0.940 2.522  -0.002
H -3.449 -0.305 3.902  0.000
H -2.823 2.710 2.777  0.000
H -4.233 1.911 2.056  0.000
H -3.495 3.277 1.235  0.001
H -4.901 0.967 -0.138  0.001
H -4.311 0.982 -1.813  0.000
H -4.279 2.460 -0.827  0.001
H -2.360 -2.024 -0.276  0.001
H -2.381 -3.430 -1.339  0.002
H -3.870 -2.548 -1.019  0.001
H -2.947 -3.127 -3.786  0.000
H -2.611 -1.699 -5.781  0.000
H -2.129 0.709 -5.502  0.000
H -1.116 2.464 -3.967  0.000
H -1.521 2.424 -2.251  -0.002
H -2.781 2.669 -3.452  0.000
C 4.642 -1.834 2.296  -0.024
N 3.721 -0.792 1.900  0.731
C 3.056 -0.044 2.946  0.013
C 3.157 -0.815 0.574  0.061
C 2.849 0.571 0.041  -0.100
C 3.945 1.431 -0.116  0.011
C 3.781 2.685 -0.680  0.002
C 2.514 3.068 -1.101  0.000
C 1.434 2.210 -0.911  -0.066
C 1.541 0.935 -0.323  0.241
H 5.171 -1.548 3.203  0.011
H 5.348 -2.039 1.494  0.010
H 4.064 -2.742 2.495  0.049
H 3.794 0.517 3.524  0.031
H 2.574 -0.756 3.623  0.042
H 2.325 0.636 2.520  -0.022
H 2.230 -1.408 0.622  -0.025
H 3.841 -1.353 -0.080  0.022
H 4.943 1.103 0.184  -0.005
H 4.631 3.346 -0.804  0.001
H 2.366 4.043 -1.559  -0.001
H 0.459 2.564 -1.231  0.007
C 1.158 -3.905 -3.826  0.003
N 1.428 -2.468 -3.786  0.003
C 1.961 -1.712 -4.831  0.001
C 2.024 -0.441 -4.406  0.001
N 1.524 -0.441 -3.111  -0.001
C 1.165 -1.678 -2.731  0.000
S 0.487 -2.180 -1.243  0.076
H 1.633 -4.319 -4.711  0.000
H 0.087 -4.086 -3.867  -0.001
H 1.563 -4.380 -2.938  -0.001
H 2.242 -2.153 -5.774  0.000
H 2.372 0.451 -4.903  0.000
H 1.467 0.348 -2.482  0.004
C -0.032 -2.955 2.001  0.006
O 0.049 -1.516 1.822  -0.041
H -1.050 -3.252 2.254  0.002
H 0.645 -3.282 2.790  0.002
H 0.254 -3.424 1.066  -0.001
H -0.211 -1.082 2.646  0.002

Cartesian forces (eV/Å) of the 2 atoms listed first:
0.3 -0.8 -0.2
0.1 -0.1 0.2

Output
Charge = +2
Spin multiplicity = 5
Energy = -3452.6592 Ha
Energy relative to the best compared isomer or geometry (same formula, charge and spin) = 0.0 kcal/mol